No. 1
A 3-piece molecular cluster, C3H14N2O2S2 overall in a non-equilibrium geometry, computed with ωB97M-V/def2-TZVPD.

CARTESIAN COORDINATES (ANGSTROEM)
1 N 1.55680 1.86625 0.45638
2 C 0.16236 1.70316 -0.02807
3 C -0.60070 0.64923 0.85705
4 N 0.20993 -0.51775 1.20730
5 C -1.83166 0.20388 0.07392
6 S -3.01838 -0.73507 1.07377
7 S -2.33322 -2.57825 1.53041
8 H 1.61894 2.04115 1.47090
9 H 1.99139 2.66273 -0.08476
10 H -0.46246 2.62060 -0.04436
11 H 0.25496 1.36253 -1.06915
12 H -0.92034 1.12227 1.84261
13 H 0.49804 -1.05801 0.44125
14 H 0.98840 -0.30978 1.72394
15 H -2.40997 1.11353 -0.31819
16 H -1.55386 -0.42315 -0.79109
17 H -2.53638 -3.25245 0.41846
18 O -0.00281 -1.70980 -1.99362
19 H 0.20527 -1.80227 -2.97200
20 H 0.82222 -1.34614 -1.56285
21 O 2.27511 -0.64772 -1.08119
22 H 2.93877 -1.14609 -0.64187
23 H 2.14759 0.18113 -0.50885

Cartesian forces (eV/Å) of the 3 atoms listed first:
N 0.196 1.122 -0.866
C -0.208 -0.227 0.748
C 0.610 0.320 -0.002

For the HOMO-LUMO gap, the calculation gives 8.82 eV. Its relative energy (zero: lowest compared OMol25 entry of this formula, charge and spin) is 0.0000 eV. The LUMO energy is 0.58 eV. Its charge is 0. As for the SMILES: NC[C@H](N)CSS.O.O.


No. 2
A 4-piece molecular cluster, C3H14N2O3 overall in a non-equilibrium geometry, computed with ωB97M-V/def2-TZVPD.

CARTESIAN COORDINATES (ANGSTROEM)
1 C -2.25696 -0.01628 2.59017
2 C -0.79797 -0.46890 2.45786
3 N -0.48096 -0.56889 1.04331
4 C -0.37307 -1.74773 0.42545
5 N -0.41164 -1.79800 -0.85857
6 H -2.53832 0.10458 3.62643
7 H -2.93836 -0.74276 2.16770
8 H -2.40107 0.88146 1.99932
9 H -0.17005 0.37492 2.76970
10 H -0.66898 -1.42074 2.96486
11 H -0.39972 0.36946 0.61747
12 H -0.25936 -2.58444 1.10422
13 H -0.36220 -2.74316 -1.22479
14 H 0.88080 -1.46993 -3.09469
15 H 0.62690 0.00679 -2.87870
16 O 1.33142 -0.64958 -2.87852
17 H 1.39944 2.32557 -3.09384
18 H 2.30972 1.56012 -2.16575
19 O 1.74170 2.34529 -2.18032
20 H 1.21155 1.73968 0.02436
21 H 0.22503 2.88287 0.20383
22 O 0.38085 1.96721 0.46244

Cartesian forces (eV/Å) of the 3 atoms listed first:
C -0.200 -0.134 -0.677
C -0.080 0.631 -0.299
N -0.460 -0.245 0.949

The expectation value of S² is 0.78. For the HOMO-LUMO gap (spin up / spin down), the calculation gives 11.50 / 7.07 eV. The spin multiplicity is 2. Its relative energy (zero: lowest compared OMol25 entry of this formula, charge and spin) is 1.6629 eV. The LUMO energy (spin up / spin down) is -3.23 / -7.62 eV. Its charge is +1.


No. 3
C3H14N3S as an isolated structure in a non-equilibrium geometry, computed with ωB97M-V/def2-TZVPD.

CARTESIAN COORDINATES (ANGSTROEM)
1 C 0.10348 1.51534 -0.51668
2 C -0.63799 2.81725 -0.84430
3 S 0.09543 3.61042 -2.28421
4 N -0.53069 0.79713 0.60519
5 H 1.12465 1.73414 -0.20857
6 H 0.10434 0.84290 -1.37913
7 H -0.59459 3.55645 -0.03125
8 H -1.68124 2.65051 -1.11026
9 H -0.65653 4.74650 -2.27226
10 H 0.07424 -0.28027 0.83826
11 H -1.50618 0.54814 0.38972
12 H -0.54546 1.36226 1.45972
13 N 0.73628 -1.45264 1.04528
14 C 0.11730 -2.49422 0.13871
15 N 0.46911 -3.86250 0.33958
16 H 0.57389 -1.72940 2.01334
17 H 1.74806 -1.46165 0.94221
18 H -0.95955 -2.40164 0.24557
19 H 0.37540 -2.21718 -0.87773
20 H 1.46698 -4.03716 0.29864
21 H 0.12309 -4.24440 1.20819

Cartesian forces (eV/Å) of the 3 atoms listed first:
C -0.130 -0.005 0.143
C 0.465 0.120 -0.093
S -0.079 0.168 0.007

The expectation value of S² is 0.75. For the HOMO-LUMO gap (spin up / spin down), the calculation gives 8.52 / 3.42 eV. The spin multiplicity is 2. The LUMO energy (spin up / spin down) is -7.44 / -12.54 eV. Its charge is +2.


No. 4
C3H14N4 as an isolated structure in a non-equilibrium geometry, computed with ωB97M-V/def2-TZVPD.

CARTESIAN COORDINATES (ANGSTROEM)
1 C -2.89140 0.60931 0.13616
2 C 2.90895 -0.09230 0.71275
3 N 2.00400 -1.13526 0.25220
4 N -2.66840 -0.10670 -0.93342
5 H 2.51093 -1.80790 -0.31613
6 H -3.23970 -0.07963 -1.77443
7 H -1.82510 -0.69875 -0.96741
8 H -1.75910 1.18207 0.77126
9 H -3.79420 1.23140 0.06227
10 H 3.72240 -0.54729 1.27801
11 H 3.34237 0.51125 -0.09933
12 H 2.36056 0.57942 1.37302
13 C 0.85106 -0.62447 -0.47553
14 N -0.78702 1.94482 0.90236
15 N -0.21124 -1.61988 -0.59800
16 H -0.40575 -1.99038 0.32857
17 H 0.09501 -2.40226 -1.16944
18 H -0.80001 2.64269 0.16100
19 H -0.96439 2.45298 1.76709
20 H 0.45413 0.22897 0.08220
21 H 1.09690 -0.27807 -1.49319

Cartesian forces (eV/Å) of the 3 atoms listed first:
C -0.591 -0.828 -0.468
C -0.018 0.031 -0.067
N -0.033 -0.127 -0.113

For the HOMO-LUMO gap, the calculation gives 8.54 eV. Its relative energy (zero: lowest compared OMol25 entry of this formula, charge and spin) is 2.3624 eV. The LUMO energy is 1.01 eV. Its charge is 0.


No. 5
A 3-piece molecular cluster, C3H14N4 overall in a non-equilibrium geometry, computed with ωB97M-V/def2-TZVPD.

CARTESIAN COORDINATES (ANGSTROEM)
1 C 0.22575 -1.28596 -1.02456
2 C 0.01959 1.39781 -1.61135
3 N 1.09048 0.54192 -1.11254
4 N 1.54283 1.00477 0.04589
5 N 1.18521 -1.98360 -0.18325
6 H 0.52446 0.71943 1.02682
7 H 2.38879 0.47515 0.26351
8 H 1.09959 -2.99451 -0.23512
9 H 2.12186 -1.74095 -0.48779
10 H 0.33124 -1.43105 -2.10332
11 H -0.79985 -1.59720 -0.76873
12 H -0.49843 0.89352 -2.42419
13 H -0.70204 1.69013 -0.83564
14 H 0.48042 2.31369 -1.99385
15 C -1.74963 0.63902 1.78164
16 N -0.43844 0.07552 1.44821
17 H -0.10030 -0.61784 2.10995
18 H -0.45749 -0.45656 0.52064
19 H -2.00659 1.40142 1.04683
20 H -1.73340 1.08687 2.77544
21 H -2.52404 -0.13156 1.76142

Cartesian forces (eV/Å) of the 3 atoms listed first:
C 0.937 0.611 -0.624
C 0.133 -0.101 0.048
N -0.899 -1.386 -0.487

For the HOMO-LUMO gap, the calculation gives 7.36 eV. Its relative energy (zero: lowest compared OMol25 entry of this formula, charge and spin) is 4.0578 eV. The LUMO energy is 0.84 eV. Its charge is 0.


No. 6
A 2-piece molecular cluster, C3H14N4 overall in a non-equilibrium geometry, computed with ωB97M-V/def2-TZVPD.

CARTESIAN COORDINATES (ANGSTROEM)
1 C 1.47993 3.34811 0.02844
2 C -0.34317 -2.57179 -0.15212
3 C 0.43671 1.11616 -0.22861
4 N 1.01968 2.19112 -0.72378
5 N -1.25734 -1.59996 0.34108
6 N 1.34698 2.38516 -2.02853
7 N -2.19375 -2.16623 1.37286
8 H 1.05393 4.23879 -0.29498
9 H 1.14582 3.19611 1.10041
10 H 2.52408 3.38852 -0.02010
11 H -0.06706 -2.27448 -1.17088
12 H 0.47050 -2.56212 0.44344
13 H -0.88303 -3.59757 -0.18091
14 H 0.42974 0.81694 0.80821
15 H 0.22743 0.34666 -0.90138
16 H 0.93610 1.85357 -2.79096
17 H -1.91546 -1.59852 -0.44458
18 H 1.65433 3.32588 -2.19531
19 H -2.68734 -1.42946 1.92598
20 H -3.06970 -2.67312 1.03175
21 H -1.65317 -2.85830 1.88191

Cartesian forces (eV/Å) of the 3 atoms listed first:
C -1.110 -1.784 3.724
C -2.243 -2.823 -1.510
C 2.057 2.172 -0.690

For the HOMO-LUMO gap, the calculation gives 10.10 eV. Its relative energy (zero: lowest compared OMol25 entry of this formula, charge and spin) is 2.1391 eV. The LUMO energy is -7.51 eV. Its charge is +2.


No. 7
An isolated ion of composition C3H14N4S and charge +2 in a non-equilibrium geometry, computed with ωB97M-V/def2-TZVPD.

CARTESIAN COORDINATES (ANGSTROEM)
1 C 1.01339 -2.66268 0.67664
2 S 0.76191 -1.08549 1.43910
3 C 0.27337 -0.06807 0.04426
4 N 0.69622 1.43510 0.40737
5 N 1.97201 1.90632 -0.28587
6 N -1.04034 -0.10754 -0.37639
7 C -1.61999 0.79796 -1.35844
8 N -1.92126 -0.43156 0.67708
9 H -0.04030 -2.90960 0.49825
10 H 1.46093 -3.33054 1.52006
11 H 1.51726 -2.45494 -0.33390
12 H 0.89967 -0.31712 -0.80732
13 H 0.80873 1.76337 1.33669
14 H 2.01374 1.91034 -1.40170
15 H 2.82550 1.40277 -0.13406
16 H 2.28186 2.80746 0.00309
17 H -0.99078 1.45958 -1.89994
18 H -2.15123 0.10383 -2.05050
19 H -2.21576 1.47448 -0.72467
20 H -2.53165 0.32861 1.14174
21 H -1.29591 -0.88018 1.35080
22 H -2.71738 -1.14211 0.27770

Cartesian forces (eV/Å) of the 3 atoms listed first:
C -0.452 -0.468 -0.394
S 0.588 1.373 1.121
C 2.801 2.110 0.474

For the HOMO-LUMO gap, the calculation gives 10.16 eV. Its relative energy (zero: lowest compared OMol25 entry of this formula, charge and spin) is 0.3799 eV. The LUMO energy is -6.97 eV. Its charge is +2. As for the SMILES: CS[C@H](N[NH3+])N(C)[NH3+].


No. 8
A 3-piece molecular cluster, C3H14NO2 overall in a non-equilibrium geometry, computed with ωB97M-V/def2-TZVPD.

CARTESIAN COORDINATES (ANGSTROEM)
1 C -0.07952 -0.66037 -0.50939
2 C 0.78705 0.52259 -0.90436
3 C 1.76424 0.06840 -1.98428
4 N -0.52377 -0.57644 0.98392
5 H -0.94909 -0.51710 -1.08886
6 H 0.40104 -1.64663 -0.59447
7 H 1.33937 0.90437 -0.05647
8 H 0.36841 1.46192 -1.24884
9 H 2.47056 0.85558 -2.31442
10 H 2.39351 -0.51428 -1.38576
11 H 1.30835 -0.25274 -2.83573
12 H -0.06648 0.30184 1.14583
13 H -1.54918 -0.53780 1.08359
14 H 0.05547 -1.28126 1.56920
15 H 0.08756 0.45439 3.76125
16 H 1.53537 0.23779 3.78702
17 O 0.77757 0.08687 3.14654
18 H -3.25567 1.17820 -0.60313
19 H -3.81382 -0.31583 -1.08709
20 O -3.05099 0.23051 -0.86456

Cartesian forces (eV/Å) of the 3 atoms listed first:
C -0.131 -0.003 0.544
C 1.062 0.770 -0.184
C 1.581 2.899 2.325

For the HOMO-LUMO gap, the calculation gives 12.12 eV. Its relative energy (zero: lowest compared OMol25 entry of this formula, charge and spin) is 1.8319 eV. The LUMO energy is -3.15 eV. Its charge is +1.


No. 9
A 3-piece molecular cluster, C3H14NO2 overall in a non-equilibrium geometry, computed with ωB97M-V/def2-TZVPD.

CARTESIAN COORDINATES (ANGSTROEM)
1 C 0.62934 -0.27935 0.08560
2 C 0.45198 0.08208 -1.37662
3 C 1.22867 -0.82340 -2.32678
4 N 0.01890 0.81982 0.98906
5 H 0.04580 -1.14737 0.39999
6 H 1.62457 -0.41619 0.50817
7 H 0.80711 1.12331 -1.39484
8 H -0.62082 0.08978 -1.52400
9 H 0.63971 -1.72983 -2.48841
10 H 1.45791 -0.37558 -3.26754
11 H 2.15178 -1.14416 -1.85076
12 H -0.13599 0.36037 1.89691
13 H 0.57355 1.67428 1.02745
14 H -0.94764 1.06705 0.72647
15 H -2.77483 1.83693 -0.53414
16 H -3.08087 0.53744 -1.20633
17 O -2.33624 1.02548 -0.82885
18 H -0.53019 -1.37427 3.84195
19 H 0.71029 -0.49092 3.98779
20 O 0.08696 -0.83549 3.33488

Cartesian forces (eV/Å) of the 3 atoms listed first:
C -0.928 0.018 1.058
C 0.717 0.644 0.795
C -0.519 -0.715 1.097

For the HOMO-LUMO gap, the calculation gives 12.25 eV. Its relative energy (zero: lowest compared OMol25 entry of this formula, charge and spin) is 0.5199 eV. The LUMO energy is -3.08 eV. Its charge is +1.


No. 10
A 3-piece molecular cluster, C3H14NO3 overall in a non-equilibrium geometry, computed with ωB97M-V/def2-TZVPD.

CARTESIAN COORDINATES (ANGSTROEM)
1 C 0.26263 0.65875 -1.03170
2 O -0.48558 -0.48361 -0.80137
3 C 1.10377 0.94785 0.12393
4 C 1.47886 2.42958 0.17972
5 N 0.35417 0.40888 1.37978
6 H 0.91587 0.37887 -1.98717
7 H -0.50584 1.41848 -1.34918
8 H -0.56088 -0.97243 -1.70296
9 H 2.01851 0.20501 -0.10694
10 H 2.37465 2.61215 0.72548
11 H 0.73924 2.76915 0.95298
12 H 1.50639 3.00678 -0.90139
13 H 0.58634 1.04360 2.19073
14 H -0.62597 0.22638 1.17533
15 H 0.60222 -0.55898 1.69777
16 H -0.07296 -2.73799 1.35743
17 H -1.36089 -1.80055 1.45712
18 O -0.53527 -1.94251 1.86655
19 H -2.41890 -3.28307 -1.81587
20 H -3.06342 -1.90919 -1.86945
21 O -2.31295 -2.41716 -1.54078

Cartesian forces (eV/Å) of the 3 atoms listed first:
C -1.022 -0.145 -4.669
O -0.598 -2.765 -1.936
C 2.975 -1.996 -0.540

For the HOMO-LUMO gap, the calculation gives 11.28 eV. Its relative energy (zero: lowest compared OMol25 entry of this formula, charge and spin) is 2.2993 eV. The LUMO energy is -3.03 eV. Its charge is +1.


No. 11
A 4-piece molecular cluster, C3H14NO3 overall in a non-equilibrium geometry, computed with ωB97M-V/def2-TZVPD.

CARTESIAN COORDINATES (ANGSTROEM)
1 C 0.27839 -1.60375 -1.29293
2 C -0.86233 -1.04535 -0.51936
3 C -2.14748 -1.32352 -0.63054
4 N -0.54843 0.26395 0.16295
5 H 0.70436 -2.36566 -0.62890
6 H -0.03184 -2.16654 -2.17148
7 H 0.96897 -0.86669 -1.68408
8 H -2.95280 -0.94391 -0.02629
9 H -2.45901 -2.03526 -1.38231
10 H -1.44816 0.54685 0.53796
11 H -0.19307 0.90787 -0.56071
12 H 0.28187 0.33887 0.77736
13 H 2.96241 0.48010 0.55456
14 H 2.43534 1.91227 0.79704
15 O 2.17334 0.99483 0.64924
16 H 1.98264 -0.81666 2.68171
17 H 0.64894 -0.36157 2.67969
18 O 1.12875 -1.11517 2.30653
19 H -1.00497 3.28699 -0.43863
20 H -1.45299 3.23376 -1.76860
21 O -0.84218 2.72120 -1.21238

Cartesian forces (eV/Å) of the 3 atoms listed first:
C -0.310 -1.076 0.213
C -0.054 1.578 -0.949
C 0.048 -0.725 -0.252

For the HOMO-LUMO gap, the calculation gives 10.95 eV. Its relative energy (zero: lowest compared OMol25 entry of this formula, charge and spin) is 1.4100 eV. The LUMO energy is -3.16 eV. Its charge is +1.